{"formula": "C31H59Cl2FN8O4", "method": "ωB97M-V with the def2-TZVPD basis set", "symbols": ["C", "C", "Cl", "C", "Cl", "N", "C", "O", "O", "C", "N", "C", "C", "C", "C", "N", "C", "N", "N", "N", "C", "C", "C", "F", "H", "H", "H", "H", "H", "H", "H", "H", "H", "H", "H", "H", "H", "H", "H", "H", "H", "H", "H", "H", "H", "H", "H", "C", "C", "C", "C", "C", "C", "N", "O", "C", "C", "C", "H", "H", "H", "H", "H", "H", "H", "H", "H", "H", "H", "H", "H", "H", "H", "H", "H", "H", "C", "C", "C", "C", "C", "C", "N", "O", "C", "C", "C", "H", "H", "H", "H", "H", "H", "H", "H", "H", "H", "H", "H", "H", "H", "H", "H", "H", "H"], "coordinates": [[-0.378, -2.418, 1.378], [-0.162, -1.957, 2.833], [-0.735, -3.043, 4.137], [0.431, -0.807, 3.212], [0.628, -0.298, 4.913], [0.944, 0.083, 2.174], [2.110, -0.423, 1.396], [3.066, -0.800, 2.074], [2.115, -0.503, 0.128], [0.462, 1.267, 1.920], [-0.629, 1.715, 2.721], [-1.946, 1.202, 2.237], [-2.202, 1.340, 0.687], [-3.650, 1.940, 0.400], [-4.794, 1.205, 1.197], [-5.309, 2.166, 2.212], [-6.618, 1.782, 2.727], [-7.690, 1.630, 2.051], [-6.686, 1.603, 4.175], [0.968, 2.152, 0.951], [1.833, 3.230, 1.512], [3.362, 3.063, 1.207], [4.108, 2.274, 2.347], [3.904, 4.395, 1.242], [0.483, -3.030, 0.991], [-0.552, -1.568, 0.663], [-1.279, -3.083, 1.280], [-0.645, 2.734, 2.759], [-2.729, 1.796, 2.789], [-2.044, 0.143, 2.602], [-2.143, 0.309, 0.232], [-1.487, 2.005, 0.149], [-3.848, 1.908, -0.704], [-3.574, 3.022, 0.709], [-5.626, 0.990, 0.477], [-4.455, 0.242, 1.659], [-5.412, 3.093, 1.797], [-7.464, 1.813, 1.064], [-7.597, 1.161, 4.324], [-6.765, 2.550, 4.563], [1.386, 1.665, 0.151], [1.599, 3.311, 2.606], [1.503, 4.191, 1.021], [3.570, 2.672, 0.182], [3.533, 2.257, 3.311], [4.316, 1.245, 1.967], [5.110, 2.734, 2.564], [8.053, -0.057, -1.189], [8.496, 0.096, 0.295], [9.783, -0.711, 0.582], [9.587, -2.195, 0.877], [8.447, -2.422, 1.866], [7.150, -1.744, 1.407], [7.346, -0.284, 1.165], [7.500, 0.309, 2.339], [6.647, -2.462, 0.136], [6.036, -2.001, 2.435], [8.883, 1.583, 0.425], [6.991, -0.290, -1.281], [8.176, 0.870, -1.752], [8.616, -0.833, -1.711], [10.288, -0.276, 1.452], [10.481, -0.604, -0.254], [9.411, -2.752, -0.048], [10.510, -2.603, 1.300], [8.286, -3.497, 1.994], [8.746, -2.047, 2.851], [5.720, -2.013, -0.230], [6.440, -3.513, 0.351], [7.366, -2.464, -0.682], [6.288, -1.641, 3.434], [5.838, -3.071, 2.529], [5.106, -1.521, 2.123], [8.020, 2.235, 0.284], [9.621, 1.846, -0.337], [9.340, 1.819, 1.389], [-6.255, 0.142, -5.719], [-5.795, 0.326, -4.244], [-4.532, -0.512, -3.941], [-4.772, -1.978, -3.599], [-5.910, -2.139, -2.594], [-7.189, -1.435, -3.064], [-6.951, 0.010, -3.353], [-6.768, 0.631, -2.200], [-7.724, -2.176, -4.309], [-8.300, -1.626, -2.019], [-5.360, 1.803, -4.163], [-7.325, -0.060, -5.796], [-6.108, 1.047, -6.312], [-5.722, -0.668, -6.221], [-4.006, -0.067, -3.089], [-3.839, -0.453, -4.785], [-4.973, -2.558, -4.504], [-3.859, -2.402, -3.170], [-6.103, -3.204, -2.433], [-5.591, -1.743, -1.624], [-8.639, -1.711, -4.682], [-7.961, -3.213, -4.061], [-7.012, -2.225, -5.131], [-8.027, -1.243, -1.034], [-8.528, -2.686, -1.891], [-9.221, -1.128, -2.334], [-6.204, 2.478, -4.318], [-4.621, 2.019, -4.938], [-4.887, 2.055, -3.210]], "forces_ev_per_a": [[-0.36, -0.37, -0.26], [-0.08, -0.11, 0.32], [0.42, 0.72, -1.29], [-0.36, 0.06, 0.21], [0.01, -0.36, -1.80], [-0.76, -0.35, -0.18], [3.86, -2.20, -3.03], [-1.32, 0.53, 1.39], [-2.25, 1.49, 1.87], [-1.03, 1.42, 0.72], [0.97, -0.15, -0.92], [-0.71, 0.02, 0.29], [-1.08, -0.41, -0.31], [0.99, -0.45, 0.25], [-0.25, 0.99, -1.03], [-0.55, -0.49, 0.54], [-0.64, 0.11, 0.95], [1.23, 0.24, -0.18], [-0.22, 0.25, -1.51], [0.39, -1.18, 0.78], [-0.49, 1.23, -0.77], [0.51, 0.39, 1.80], [0.32, -0.15, -0.74], [-0.70, -0.82, -0.27], [-0.61, 0.76, 0.51], [0.46, -0.61, 0.85], [0.80, 0.67, 0.47], [0.04, -0.31, -0.32], [0.82, -0.59, -0.45], [0.05, 0.99, -0.54], [0.05, 1.03, 0.27], [-0.25, -0.62, 0.69], [0.15, 0.03, 1.02], [-0.39, -1.00, -0.29], [0.76, -0.25, 0.42], [-0.30, 0.95, -0.20], [0.10, -0.40, -0.11], [-0.30, -0.32, 0.15], [0.24, 0.23, 0.10], [0.37, -0.43, 0.15], [0.13, -0.21, 0.50], [0.60, 0.02, -0.90], [0.44, -0.84, 0.56], [-0.31, 0.21, 0.82], [0.42, -0.11, -1.00], [-0.30, 0.63, 0.69], [-1.00, -0.28, -0.41], [-0.25, -0.23, -0.24], [0.34, 0.63, -2.04], [0.02, -0.32, 0.53], [-0.03, -0.15, -0.04], [0.48, 0.34, -0.04], [-1.15, -1.74, -0.53], [2.01, 0.36, 2.83], [-0.80, -0.13, -1.08], [0.15, 0.15, -0.40], [0.03, 0.65, 0.30], [-0.21, 0.09, 0.70], [0.10, -0.09, 0.13], [0.22, -0.03, 0.15], [-0.06, -0.02, 0.01], [-0.18, 0.12, 0.00], [-0.18, 0.19, -0.03], [-0.07, 0.02, 0.02], [0.00, 0.05, -0.09], [-0.23, 0.09, -0.07], [-0.15, 0.16, -0.06], [0.03, 0.02, 0.08], [0.01, 0.13, 0.20], [-0.02, 0.08, 0.02], [0.09, 0.12, -0.13], [0.17, 0.02, -0.23], [0.13, -0.05, 0.06], [-0.04, -0.06, 0.03], [-0.10, -0.28, -0.07], [-0.23, -0.10, 0.01], [-0.25, -0.24, -0.22], [0.35, 0.57, -2.09], [0.00, -0.30, 0.55], [-0.05, -0.14, -0.04], [0.46, 0.29, -0.01], [-1.26, -1.65, -0.55], [2.09, 0.35, 2.78], [-0.78, -0.11, -0.95], [0.17, 0.09, -0.36], [0.10, 0.58, 0.33], [-0.23, 0.12, 0.68], [0.10, -0.08, 0.12], [0.22, -0.04, 0.15], [-0.06, -0.01, 0.01], [-0.16, 0.13, -0.01], [-0.17, 0.20, -0.03], [-0.07, 0.02, 0.03], [-0.01, 0.04, -0.09], [-0.22, 0.10, -0.07], [-0.14, 0.17, -0.05], [0.05, 0.03, 0.05], [0.02, 0.13, 0.19], [-0.03, 0.09, 0.02], [0.05, 0.12, -0.13], [0.16, 0.02, -0.21], [0.09, 0.03, 0.01], [-0.04, -0.06, 0.04], [-0.11, -0.28, -0.05], [-0.22, -0.09, 0.01]], "e_tot_ha": -2975.63019, "spin_multiplicity": 3, "homo_ha": [-0.3054, -0.3319], "s_squared": 2.008, "charge": 0, "orbital_gap_ev": [7.82, 8.54]}